No. 1
Molecular formula: C26H37N3O5P2PdS
Method: DFT, the ωB97M-V functional and the def2-TZVPD basis

Geometry as XYZ:
```
75
Properties=species:S:1:pos:R:3:forces:R:3:mulliken_charge:R:1
C 3.4729 -5.0022 0.4436 0.24 0.67 -0.19 -0.858
C 4.9246 -4.6983 -0.1299 -0.89 -1.91 0.79 -0.220
O 5.5593 -3.7499 0.7564 -0.59 0.96 -1.72 -0.363
C 5.7192 -2.4582 0.1711 0.99 1.48 1.18 -0.085
C 5.2691 -1.2475 1.1713 -0.21 -0.23 0.08 -0.752
C 6.1649 0.0920 0.9824 -0.11 -1.68 -0.32 -0.568
C 5.8227 0.7909 -0.4089 2.71 1.29 1.30 -0.546
C 5.4458 2.3493 -0.3180 -1.23 -0.65 -1.23 -1.270
C 3.9216 2.5169 0.0589 -2.31 0.81 0.62 0.391
C 3.5389 2.8083 1.5036 -2.03 0.06 -1.89 -0.764
C 2.1120 2.9881 1.9609 1.44 -0.56 -3.08 -0.322
C 0.9736 2.8631 0.9546 3.78 0.32 0.43 0.437
C 1.3824 2.5775 -0.4697 -0.17 0.19 0.22 0.482
C 2.8026 2.4056 -0.9623 1.63 0.40 3.21 -0.141
P 3.0166 2.1079 -2.8440 -0.93 0.92 -0.40 0.455
O 3.5292 0.5021 -3.1202 0.09 1.16 1.03 -0.568
O 4.1928 3.1833 -3.4289 -0.89 -2.56 0.97 -0.480
S 0.0749 2.4258 -1.7152 -0.31 -0.46 2.31 -0.152
C -1.3621 1.9022 -0.7347 0.26 0.23 0.23 0.503
C -2.4198 1.1130 -1.4663 -1.04 0.77 3.65 -0.633
C -3.6237 0.6805 -0.6910 3.35 1.88 -0.38 0.209
P -4.9179 -0.3411 -1.6056 -0.72 -0.81 0.50 0.201
C -3.9199 -1.7971 -2.3316 1.07 0.42 0.18 -1.169
C -5.6158 0.5673 -3.1022 0.10 -0.99 -1.31 -0.446
C -7.0998 -0.0222 -3.3245 0.29 0.04 1.38 -1.033
C -3.7364 1.0918 0.7956 1.85 0.67 -0.36 0.332
C -4.9973 0.7094 1.6507 0.30 0.57 -0.71 -1.453
C -5.3446 -0.8431 1.6859 -1.37 0.64 1.14 0.631
O -4.1362 -1.6208 1.7508 -0.97 -0.11 -0.91 -0.583
C -6.3060 -1.0573 2.9673 -0.27 0.34 -0.61 -0.458
N -7.5805 -1.7277 2.5359 0.81 -0.55 0.50 -0.651
C -2.6370 1.8803 1.4914 -0.14 -0.92 -3.53 -0.497
C -1.3967 2.2979 0.7227 -3.73 -1.43 -0.18 0.137
N -0.3837 3.0702 1.4431 0.88 -3.59 -2.54 0.370
N -0.3731 2.5116 2.7659 -1.56 2.59 2.32 -0.747
C -0.6629 3.4281 3.6316 2.78 -0.24 0.19 0.733
O -0.5311 4.1819 4.5054 -1.30 -1.21 -1.27 -0.282
H 2.9014 -5.7061 -0.2349 0.64 0.83 0.82 0.341
H 2.9382 -4.0003 0.5203 0.38 -1.27 -0.16 0.207
H 3.5240 -5.4273 1.4945 0.08 0.44 -1.38 0.255
H 4.8821 -4.3813 -1.2127 0.15 -0.04 1.19 0.241
H 5.5079 -5.6758 -0.0774 -0.49 1.38 -0.15 0.296
H 6.8336 -2.3195 -0.0300 -1.26 -0.07 0.00 0.323
H 5.1278 -2.3022 -0.7988 0.44 -0.60 0.77 0.089
H 5.3085 -1.6306 2.2441 0.18 0.49 -1.44 0.392
H 4.1697 -1.0089 0.9612 1.35 -0.23 0.32 0.247
H 6.0927 0.7729 1.8807 -0.22 -0.64 -1.13 0.324
H 7.2447 -0.2765 0.9550 -1.32 0.65 0.03 0.377
H 4.9895 0.1944 -0.9352 -1.21 1.95 2.67 0.807
H 6.7670 0.7408 -1.0529 -1.02 0.24 0.81 0.677
H 6.1424 2.9074 0.3745 -0.95 -0.79 -0.51 0.508
H 5.6208 2.7614 -1.3680 -0.39 -0.31 1.43 0.322
H 4.4066 2.9173 2.2248 -1.43 -0.21 -0.79 0.365
H 1.9617 3.2314 3.0440 -0.04 -0.33 -1.38 0.335
H 2.9482 -0.1074 -2.6029 0.16 0.51 -0.49 0.408
H 4.4659 2.9048 -4.3354 -0.23 0.34 0.60 0.370
H -2.2847 0.8678 -2.5553 -0.15 0.31 1.36 0.282
H -3.1869 -2.1493 -1.5293 -1.09 0.36 -0.96 0.344
H -3.2863 -1.4791 -3.2175 -0.82 -0.44 0.85 0.352
H -4.5999 -2.6497 -2.6144 0.64 1.06 0.30 0.389
H -5.0209 0.2042 -4.0092 -0.49 1.04 1.08 0.327
H -5.6030 1.6878 -2.9845 -0.01 -1.23 -0.20 0.406
H -7.0968 -1.1614 -3.3845 0.18 1.50 -0.12 0.294
H -7.6606 0.2144 -2.3602 0.31 -0.20 -1.49 0.319
H -7.6078 0.4082 -4.2329 0.62 -0.40 1.05 0.345
H -4.9106 1.1572 2.6960 0.16 -0.75 -1.35 0.499
H -5.8890 1.2415 1.1780 1.01 -0.68 0.51 0.394
H -6.0027 -1.0974 0.7919 1.22 0.31 0.97 0.123
H -4.2786 -2.3892 1.1610 0.25 0.52 0.61 0.345
H -6.6295 -0.0270 3.3396 0.63 -1.40 -0.18 0.225
H -5.7889 -1.6489 3.7784 -0.20 0.86 -0.87 0.297
H -7.3823 -2.4284 1.8125 -0.02 0.30 0.35 0.229
H -7.9287 -2.2814 3.3347 0.03 0.51 -0.58 0.281
H -2.8175 2.1310 2.5671 0.42 -0.29 -1.35 0.190
Pd 5.2633 -0.6742 -2.1185 0.66 -2.23 -2.81 -0.362
```
Positions in Å, forces in eV/Å.

- Net charge: +2

---

No. 2
Molecular formula: C26H37N4O2S2Ti
Method: DFT, the ωB97M-V functional and the def2-TZVPD basis

Geometry as XYZ:
```
72
Properties=species:S:1:pos:R:3:forces:R:3:mulliken_charge:R:1
Ti -0.1224 -0.7407 -0.5725 -0.05 -0.04 -0.10 0.265
C 4.1552 -1.5966 -1.6681 0.02 -0.01 0.03 -1.953
C 2.8315 -1.6710 -0.9655 0.07 0.03 -0.01 1.148
N 1.9485 -0.7211 -1.1056 -0.05 -0.01 -0.03 1.530
N 2.3757 0.3593 -1.8715 0.05 -0.03 -0.03 -1.199
C 1.7002 1.4345 -1.6936 0.01 0.01 -0.02 0.571
S 0.3412 1.5788 -0.6082 -0.04 0.05 0.06 -0.221
S 2.2161 2.7781 -2.6901 -0.01 0.01 -0.01 -0.098
C 1.3822 4.1915 -1.9308 0.00 0.06 -0.01 -1.076
C 1.7815 4.5201 -0.5109 0.01 -0.02 -0.01 0.526
C 3.0814 4.3499 -0.0494 0.01 0.00 0.00 -0.183
C 3.4153 4.6897 1.2540 0.00 0.00 -0.01 -0.626
C 2.4537 5.2040 2.1116 -0.01 0.00 -0.01 -0.454
C 1.1544 5.3793 1.6561 0.01 0.00 0.00 -0.598
C 0.8223 5.0364 0.3538 -0.01 0.00 0.01 -0.280
C 2.5894 -2.8237 -0.0980 -0.03 -0.01 -0.01 0.238
C 3.5962 -3.7891 0.0860 0.02 0.02 -0.03 -0.993
C 3.4284 -4.8597 0.9332 -0.02 -0.01 0.02 -1.006
C 2.2321 -5.0029 1.6352 0.02 0.00 -0.02 -0.468
C 1.2255 -4.0754 1.4811 -0.03 -0.01 0.02 -0.776
C 1.3989 -2.9907 0.6232 -0.06 -0.06 0.04 0.550
O 0.3952 -2.1145 0.5051 0.05 0.05 -0.01 -0.247
H 4.1777 -0.7831 -2.3797 -0.01 -0.01 -0.01 0.384
H 4.3491 -2.5410 -2.1752 0.00 0.02 -0.02 0.459
H 4.9519 -1.4443 -0.9370 -0.01 0.00 0.00 0.435
H 0.3032 4.0646 -2.0081 0.00 -0.02 0.01 0.378
H 1.6534 5.0081 -2.6051 0.01 0.00 0.01 0.490
H 3.8377 3.9434 -0.7095 0.00 0.00 0.00 0.412
H 4.4330 4.5556 1.5973 0.00 0.00 0.00 0.398
H 2.7162 5.4727 3.1264 0.00 0.00 0.00 0.414
H 0.3989 5.7878 2.3152 0.00 0.00 0.00 0.403
H -0.1952 5.1700 0.0034 0.00 0.00 0.00 0.365
H 4.5331 -3.6894 -0.4407 0.00 -0.01 0.01 0.402
H 4.2231 -5.5823 1.0537 0.00 0.00 0.00 0.414
H 2.0900 -5.8425 2.3026 0.01 0.00 0.00 0.421
H 0.2874 -4.1643 2.0121 0.00 0.00 0.00 0.481
C -4.9121 -0.5162 1.2523 0.00 0.00 0.01 -0.864
C -4.2668 0.8627 1.3315 -0.02 0.00 0.00 -1.113
N -3.0484 0.8978 2.1497 -0.02 0.01 0.01 0.229
C -3.1633 1.5359 3.4688 0.00 0.00 0.00 -0.849
C -3.8523 0.6507 4.4944 0.00 0.00 0.01 -1.046
C -1.9136 0.3649 1.7081 0.02 -0.04 -0.02 1.279
C -0.7066 0.3551 2.5988 -0.02 0.01 -0.01 -1.635
N -1.7967 -0.1595 0.5031 -0.02 0.06 0.07 0.098
H -5.8012 -0.4698 0.6242 0.00 0.01 0.00 0.388
H -5.2129 -0.8588 2.2411 0.00 0.00 0.00 0.287
H -4.2405 -1.2645 0.8319 0.00 0.00 0.00 0.274
H -4.9622 1.5709 1.7783 0.00 0.00 0.01 0.428
H -4.0392 1.2566 0.3369 0.01 -0.01 0.00 0.520
H -3.7216 2.4617 3.3250 -0.01 0.00 -0.01 0.427
H -2.1743 1.8271 3.8087 0.00 -0.01 0.00 0.434
H -4.8741 0.4160 4.1962 0.00 0.00 0.00 0.304
H -3.8970 1.1619 5.4556 0.00 0.00 0.00 0.410
H -3.3117 -0.2871 4.6303 0.00 0.00 0.00 0.269
H -0.2685 1.3534 2.6508 0.01 0.00 -0.01 0.437
H 0.0383 -0.3270 2.1993 0.01 0.00 0.01 0.034
H -0.9600 0.0321 3.6068 0.00 0.00 0.00 0.480
H -2.6370 -0.0833 -0.0574 0.02 -0.02 -0.03 -0.065
C 0.4801 -2.6222 -3.6020 0.01 0.01 0.00 -1.481
C -0.8631 -1.9550 -3.3507 0.01 -0.01 -0.04 1.543
C -1.9720 -2.9769 -3.1635 0.00 0.00 -0.01 -1.652
C -1.1944 -0.9443 -4.4354 0.00 0.01 0.00 -1.627
O -0.7549 -1.2167 -2.1116 0.04 -0.06 0.13 -0.454
H 0.4437 -3.1956 -4.5283 -0.01 0.00 0.00 0.509
H 0.7279 -3.3057 -2.7867 0.01 0.01 0.00 0.310
H 1.2651 -1.8700 -3.6948 0.01 -0.01 0.01 0.302
H -2.1038 -3.5553 -4.0782 0.01 0.01 0.00 0.443
H -2.9154 -2.4800 -2.9353 0.00 0.00 0.01 0.355
H -1.7251 -3.6656 -2.3545 -0.01 0.01 0.01 0.361
H -1.2805 -1.4450 -5.4000 0.00 -0.01 0.00 0.431
H -0.4073 -0.1927 -4.5043 -0.01 0.01 0.00 0.362
H -2.1405 -0.4475 -4.2196 0.01 0.01 0.00 0.368
```
Positions in Å, forces in eV/Å.

- Net charge: +1
- ΔE to the lowest compared entry with this formula, charge and spin: 0.0 kcal per mole

---

| no. | orbital gap (eV) | LUMO energy (eV) | largest force on an atom (eV/Å) |
| --- | --- | --- | --- |
| 1 | 2.51 | -10.2 | 4.481 |
| 2 | 7.77 | -3.0 | 0.151 |